This record from OMol25 describes a structure of composition C20H26N2O4 at a distorted geometry. The level of theory is wB97M-V/def2-TZVPD.

Last column: natural (NBO) charge in e.
Atoms and positions in Å:
C  -5.222  -2.936  0.423  -0.2433
H  -5.061  -2.786  1.415  0.1965
O  -4.004  -2.287  -0.351  -0.4864
C  -3.851  -1.092  -0.209  0.2932
C  -4.713  -0.335  0.330  -0.3015
C  -4.455  1.089  0.609  -0.2048
C  -3.325  1.537  0.132  -0.1536
C  -2.428  0.781  -0.820  -0.1666
C  -2.775  -0.558  -0.864  -0.0146
C  -1.709  -1.584  -1.423  -0.2854
N  -0.554  -1.329  -0.664  -0.5220
C  0.453  -0.620  -1.063  0.7338
O  0.675  -0.149  -2.017  -0.5568
C  1.610  -0.839  0.186  0.0908
N  0.951  -2.007  0.775  -0.6366
C  -0.350  -2.338  0.592  0.8446
O  -1.018  -3.262  0.983  -0.5678
H  1.309  -2.429  1.828  0.4024
C  3.024  -1.267  -0.534  -0.4171
H  3.053  -0.728  -1.247  0.1913
C  4.085  -1.276  0.371  -0.3897
H  3.692  -0.902  1.621  0.1518
C  5.175  -0.154  0.034  -0.3643
H  5.850  -0.084  0.951  0.2134
H  5.707  -0.524  -1.121  0.1796
C  4.732  1.127  -0.451  -0.4335
H  4.130  0.847  -1.395  0.1897
C  3.776  1.963  0.544  -0.2944
C  2.154  1.558  0.480  -0.4227
H  2.036  1.556  -0.626  0.2059
H  1.738  2.568  0.759  0.2352
C  1.597  0.322  0.893  -0.4589
H  2.183  0.166  1.972  0.1794
H  0.566  0.432  1.266  0.2401
H  3.889  2.809  0.502  0.1394
H  4.060  1.708  1.627  0.1724
H  5.548  1.743  -0.792  0.2215
H  4.613  -2.227  0.811  0.2424
H  2.764  -2.363  -0.784  0.2271
H  -1.640  -1.106  -2.345  0.2369
H  -2.066  -2.630  -1.229  0.2546
H  -1.634  1.164  -0.929  0.1719
C  -3.033  3.066  0.112  0.5949
O  -3.696  3.713  0.749  -0.5329
C  -1.809  3.674  -0.704  -0.6605
H  -1.623  3.342  -1.710  0.2346
H  -0.732  3.009  -0.206  0.1727
H  -1.482  4.538  -0.439  0.2076
H  -5.013  1.966  0.973  0.2523
H  -5.781  -0.429  0.998  0.2291
H  -5.203  -3.955  0.082  0.2046
H  -6.191  -2.486  -0.095  0.2037

Values from the calculation:
total charge = 0
spin multiplicity = 1
orbital gap = 9.21 eV
energy = -1187.624502 a.u.
LUMO = 0.7 eV
energy relative to the best compared isomer or geometry (same formula, charge and spin) = 400.5 kcal per mole